(1)
{"formula": "C4H3BrF4I2", "method": "the ωB97M-V functional and the def2-TZVPD basis", "max_force_ev_per_a": 6.15, "molar_mass_g_mol": 460.77, "multiplicity": 3, "gap_ev": [6.083, 5.116], "homo_ha": [-0.21568, -0.34843], "symbols": ["C", "C", "C", "C", "F", "F", "F", "F", "Br", "I", "I", "H", "H", "H"], "coordinates": [[0.54205, 0.58309, 0.82679], [-1.40282, -0.17476, -0.70549], [1.60739, -0.08001, -0.60730], [-0.83248, -0.14714, 0.71194], [1.19441, 0.24120, 1.90528], [-1.21978, 1.01166, -1.29860], [-0.88316, -1.42177, 1.19557], [-1.66915, 0.53241, 1.52338], [-3.36349, -0.42877, -0.66750], [1.86626, -2.14548, -0.62166], [3.45012, 1.03976, -0.40361], [0.63095, 1.58239, 0.55596], [-0.90656, -1.01379, -1.10598], [0.98626, 0.42123, -1.30879]], "atomic_forces_ev_per_a": [[1.3864, -4.7220, -3.6921], [-1.5489, 0.2936, 1.7868], [-2.8054, 3.4087, 3.2051], [-0.4890, 1.2439, 0.8325], [0.3296, -0.0860, 1.9600], [0.6517, 0.3657, -0.6092], [0.9378, 0.2334, -0.4183], [-0.4269, 0.6780, 0.5605], [0.8965, -0.3346, -0.0657], [0.4690, -2.4597, -0.1193], [1.2069, 0.3704, -0.0019], [-0.5731, 1.9073, -0.0615], [0.2242, -0.7746, -1.6643], [-0.2587, -0.1241, -1.7124]], "mulliken_spin": [0.0933, 0.0058, 0.2936, 0.0038, 0.0076, 0.0041, 0.0025, 0.0022, 0.0039, 1.0815, 0.5454, -0.0112, 0.0036, -0.0361]}

---

(2)
{"formula": "C31H68F3N2O7", "method": "the ωB97M-V functional and the def2-TZVPD basis", "max_force_ev_per_a": 0.45, "total_charge": 1, "molar_mass_g_mol": 637.89, "multiplicity": 1, "gap_ev": 5.688, "homo_ha": -0.40063, "symbols": ["C", "O", "C", "N", "C", "C", "C", "C", "F", "F", "F", "C", "N", "H", "H", "H", "H", "H", "H", "H", "H", "C", "C", "O", "C", "C", "H", "H", "H", "H", "H", "H", "H", "H", "H", "H", "C", "C", "O", "C", "C", "H", "H", "H", "H", "H", "H", "H", "H", "H", "H", "C", "C", "O", "C", "C", "H", "H", "H", "H", "H", "H", "H", "H", "H", "H", "C", "C", "O", "C", "C", "H", "H", "H", "H", "H", "H", "H", "H", "H", "H", "C", "C", "O", "C", "C", "H", "H", "H", "H", "H", "H", "H", "H", "H", "H", "C", "C", "O", "C", "C", "H", "H", "H", "H", "H", "H", "H", "H", "H", "H"], "coordinates": [[2.88619, 2.03798, 0.79604], [2.41794, 2.92240, 1.82630], [1.65659, 3.96577, 1.40142], [0.23703, 3.51861, 1.13037], [-0.57325, 3.27203, 2.14839], [-1.86168, 2.83814, 1.90307], [-2.22858, 2.64902, 0.59917], [-3.61489, 2.12747, 0.26277], [-3.77985, 0.91647, 0.81094], [-3.78573, 2.03140, -1.05567], [-4.54760, 2.95470, 0.76268], [-1.30224, 2.94157, -0.40208], [-0.09245, 3.37868, -0.13666], [2.87241, 1.02635, 1.18686], [2.26577, 2.06778, -0.09997], [3.90235, 2.30419, 0.51207], [1.58874, 4.69252, 2.20735], [1.99618, 4.44106, 0.48188], [-0.19088, 3.41181, 3.14994], [-2.54034, 2.64717, 2.72183], [-1.55120, 2.82064, -1.44597], [5.98902, -1.22759, 0.52592], [5.13231, -1.18102, -0.72802], [5.22474, 0.03764, -1.44611], [6.52150, 0.37504, -1.92420], [7.12124, -0.65652, -2.86045], [5.73745, -0.40283, 1.19588], [5.82379, -2.16707, 1.05402], [7.05281, -1.16029, 0.29883], [4.07949, -1.26994, -0.45263], [5.35827, -2.03327, -1.37698], [7.19956, 0.57615, -1.08730], [6.38595, 1.32030, -2.45129], [7.28811, -1.61205, -2.36141], [8.08293, -0.30737, -3.23582], [6.46075, -0.83234, -3.71094], [5.73722, 0.53260, -8.57995], [5.54150, -0.58759, -7.57426], [5.78321, -0.20816, -6.22886], [4.96657, 0.82862, -5.71834], [3.48126, 0.50925, -5.72749], [6.74647, 0.93895, -8.50716], [5.58848, 0.15182, -9.59043], [5.03175, 1.35057, -8.42853], [6.25189, -1.38894, -7.77816], [4.54040, -1.02369, -7.67402], [5.16087, 1.77028, -6.24406], [5.29725, 0.96892, -4.68819], [3.10237, 0.36873, -6.74062], [2.91082, 1.32159, -5.27528], [3.28914, -0.40572, -5.16603], [-1.43535, -1.21029, 5.36572], [-1.21435, -0.03520, 4.43596], [0.02566, 0.64117, 4.58505], [1.18715, -0.14934, 4.38051], [1.26954, -0.77632, 2.99980], [-1.34673, -0.89702, 6.40588], [-2.43055, -1.62887, 5.22062], [-0.71404, -2.00978, 5.19284], [-1.96574, 0.73378, 4.63369], [-1.34194, -0.34538, 3.38948], [1.26882, -0.91937, 5.15322], [2.02154, 0.53618, 4.52862], [0.46162, -1.48563, 2.81877], [2.21077, -1.31568, 2.89139], [1.21866, -0.00516, 2.22758], [2.03343, -5.42674, -6.67103], [2.50043, -5.51830, -5.22826], [3.90330, -5.62333, -5.07655], [4.66714, -4.54907, -5.59372], [4.35623, -3.20085, -4.96847], [2.38582, -6.28654, -7.24150], [0.94367, -5.40897, -6.70777], [2.39575, -4.52360, -7.16410], [2.10249, -6.42405, -4.77058], [2.11153, -4.67262, -4.64769], [4.56569, -4.49434, -6.68400], [5.70380, -4.81708, -5.38996], [3.32700, -2.89026, -5.16011], [5.01370, -2.43154, -5.37477], [4.49382, -3.24123, -3.88562], [-9.85867, 4.48391, 2.68478], [-9.54505, 5.65547, 1.77127], [-8.18721, 6.06698, 1.79922], [-7.23573, 5.10065, 1.41321], [-7.40425, 4.58000, -0.00479], [-9.58264, 4.71669, 3.71389], [-10.92627, 4.26675, 2.65295], [-9.32927, 3.57668, 2.38920], [-10.10583, 6.53271, 2.09123], [-9.85907, 5.43653, 0.74474], [-7.22144, 4.26416, 2.12429], [-6.27306, 5.60779, 1.50433], [-8.34653, 4.04831, -0.13918], [-6.59959, 3.88656, -0.24478], [-7.37959, 5.40281, -0.72030], [-6.46281, -1.72753, 6.35156], [-5.36746, -2.56771, 5.71784], [-4.30996, -2.90492, 6.59688], [-4.67222, -3.66118, 7.74282], [-5.30878, -5.00281, 7.42754], [-6.04798, -0.81020, 6.77189], [-7.20787, -1.46150, 5.60102], [-6.97713, -2.26072, 7.15107], [-4.89324, -2.00322, 4.91221], [-5.79264, -3.46863, 5.26198], [-5.32160, -3.07321, 8.40042], [-3.73674, -3.81520, 8.28014], [-6.25949, -4.89582, 6.90395], [-5.50216, -5.54560, 8.35269], [-4.64617, -5.60418, 6.80408]], "atomic_forces_ev_per_a": [[0.2558, -0.1306, -0.3144], [-0.2057, -0.1507, 0.0441], [0.2631, 0.1570, 0.1184], [-0.0782, 0.0940, -0.0822], [0.0629, -0.0392, 0.2131], [-0.2619, -0.1792, 0.1622], [-0.1494, -0.0154, -0.0952], [-0.1802, 0.0209, 0.0891], [-0.0217, 0.2687, -0.1132], [-0.0238, 0.0087, 0.1817], [0.3145, -0.3039, -0.1177], [-0.1052, -0.0562, -0.0605], [0.2110, 0.0196, 0.0088], [0.0519, 0.0068, 0.1128], [-0.1300, 0.0773, 0.0420], [0.0466, 0.0292, 0.0507], [-0.0097, 0.0439, 0.0214], [-0.0834, -0.0617, -0.1280], [0.1506, -0.0149, -0.0193], [0.0185, -0.0250, 0.0617], [0.0890, 0.0356, -0.0704], [0.0196, 0.0661, -0.0191], [-0.0095, -0.0820, 0.0717], [-0.1300, 0.1076, 0.0594], [0.1124, 0.0303, -0.0411], [-0.1390, -0.0968, -0.0039], [-0.0002, -0.0047, 0.0098], [-0.0171, -0.0038, 0.0050], [0.0043, -0.0489, -0.0084], [-0.0188, 0.0183, -0.0431], [0.0390, 0.0221, -0.0176], [-0.0239, -0.0360, 0.0270], [-0.0209, 0.0030, 0.0008], [0.0657, 0.0208, 0.0203], [-0.0076, 0.0330, -0.0161], [0.0503, -0.0022, -0.0402], [0.0079, 0.0626, 0.0681], [-0.0559, -0.0404, -0.1198], [0.0814, -0.0386, 0.0725], [-0.0655, 0.1392, 0.0730], [-0.0256, -0.1273, -0.0914], [0.0068, -0.0041, -0.0094], [0.0157, -0.0175, -0.0061], [-0.0346, -0.0252, -0.0264], [0.0281, 0.0002, 0.0681], [-0.0169, 0.0370, 0.0026], [-0.0111, -0.0246, -0.0448], [0.0385, -0.0141, -0.0051], [-0.0193, 0.0411, -0.0012], [0.0602, 0.0329, 0.0325], [-0.0136, 0.0077, 0.0181], [0.1868, 0.0202, 0.0724], [-0.1874, 0.0598, -0.1704], [-0.0155, 0.1936, -0.0878], [0.1224, -0.0609, 0.0318], [-0.0912, 0.0234, -0.0028], [-0.0241, -0.0032, 0.0111], [-0.0169, 0.0115, 0.0305], [-0.0281, -0.0189, -0.0429], [-0.0203, -0.0255, 0.0333], [-0.0238, -0.0538, 0.0247], [-0.0565, -0.0121, -0.0077], [-0.0020, 0.0116, 0.0042], [0.0351, -0.0422, 0.0240], [0.0242, 0.0202, -0.0056], [-0.0116, 0.0014, -0.0144], [0.0792, 0.0069, -0.0278], [-0.0783, 0.0031, 0.0103], [0.0373, -0.0361, 0.0565], [0.0668, 0.0513, -0.0797], [-0.0975, -0.0248, 0.0855], [-0.0070, -0.0064, -0.0032], [-0.0094, -0.0210, 0.0091], [-0.0359, 0.0239, 0.0184], [0.0104, -0.0067, 0.0068], [0.0170, 0.0233, -0.0249], [-0.0360, 0.0143, 0.0048], [-0.0032, -0.0284, 0.0121], [0.0118, 0.0066, -0.0548], [0.0336, -0.0094, 0.0116], [0.0190, 0.0014, 0.0014], [0.0978, -0.0090, 0.0240], [-0.0921, -0.0127, -0.0233], [0.0215, 0.0808, 0.0133], [0.0897, -0.0964, 0.0221], [-0.1258, 0.0869, -0.0417], [-0.0125, 0.0033, 0.0064], [-0.0146, 0.0160, 0.0072], [-0.0384, -0.0086, -0.0346], [0.0126, 0.0155, 0.0014], [0.0285, -0.0308, -0.0022], [-0.0368, -0.0109, -0.0188], [-0.0028, 0.0107, 0.0062], [0.0128, -0.0341, 0.0287], [0.0126, -0.0046, -0.0224], [0.0039, 0.0063, 0.0007], [0.0426, 0.0060, 0.0660], [-0.0607, -0.0100, -0.0424], [0.0732, 0.0641, -0.0590], [-0.0052, -0.0447, 0.1010], [0.0035, 0.0253, -0.1037], [-0.0035, 0.0052, -0.0009], [0.0066, 0.0081, -0.0151], [-0.0286, -0.0227, -0.0312], [0.0094, -0.0078, -0.0051], [-0.0144, -0.0083, 0.0294], [-0.0279, 0.0040, -0.0345], [0.0146, 0.0145, -0.0093], [-0.0253, 0.0065, 0.0475], [0.0195, -0.0047, 0.0136], [0.0059, -0.0112, 0.0101]], "mulliken_charge": [-0.3917, -0.2788, -0.6473, 0.6870, 0.0443, -0.6047, 0.2029, 0.7895, -0.2084, -0.2762, -0.1662, -0.3086, -0.7096, -0.0178, 0.3501, 0.2952, 0.4257, 0.3303, 0.3653, 0.5339, 0.5657, -1.1902, -0.0643, -0.3738, -0.5086, -1.0747, 0.2377, 0.4398, 0.3289, 0.3871, 0.0591, 0.4040, 0.4078, 0.3633, 0.4018, 0.2168, -1.2919, -0.2280, -0.3520, 0.0964, -1.0257, 0.3028, 0.4213, 0.2877, 0.3967, 0.2747, 0.3947, -0.1562, 0.3168, 0.4214, 0.1473, -0.9245, -0.1427, -0.4646, -0.3768, -0.8473, 0.3304, 0.0512, 0.3071, 0.3134, 0.2967, 0.3243, 0.3837, 0.3126, 0.4169, 0.0429, -1.0098, -0.2796, -0.4267, -0.6515, -0.4894, 0.2854, 0.3875, 0.2386, 0.3483, 0.2555, 0.3389, 0.3564, 0.2576, 0.1240, 0.2375, -0.9981, -0.3272, -0.4426, -0.2867, -0.8863, 0.2826, 0.3851, 0.2502, 0.3362, 0.2875, 0.2859, 0.2943, 0.2716, 0.2319, 0.2970, -1.1421, -0.1884, -0.3545, -0.3674, -1.0379, 0.3038, 0.3945, 0.2676, 0.2727, 0.2842, 0.3058, 0.3107, 0.2739, 0.3860, 0.2919]}

---

(3)
{"formula": "C28H33CoN8O2P", "method": "the ωB97M-V functional and the def2-TZVPD basis", "e_above_lowest_ev": 0.805, "max_force_ev_per_a": 0.53, "molar_mass_g_mol": 603.53, "multiplicity": 2, "gap_ev": [7.097, 7.305], "homo_ha": [-0.24653, -0.25417], "symbols": ["Co", "C", "C", "O", "C", "C", "C", "N", "N", "C", "O", "C", "C", "C", "C", "C", "C", "H", "H", "H", "H", "H", "H", "H", "H", "H", "H", "H", "H", "N", "C", "C", "C", "C", "C", "N", "C", "C", "C", "C", "C", "N", "H", "H", "H", "H", "H", "H", "H", "H", "H", "C", "N", "C", "N", "C", "N", "C", "P", "C", "C", "H", "H", "H", "H", "H", "H", "H", "H", "H", "H", "H", "H"], "coordinates": [[-0.14029, 0.46114, -0.25823], [2.98683, 3.06339, -1.20924], [2.09616, 2.20258, -0.34585], [0.96931, 1.88763, -0.86990], [2.50533, 1.85722, 0.92733], [1.69008, 1.14967, 1.85526], [2.19475, 0.93968, 3.25188], [0.52483, 0.67542, 1.51299], [-0.19675, -0.01205, 2.49808], [-1.14061, -0.69561, 1.92095], [-1.35312, -0.72964, 0.64492], [-2.04879, -1.50400, 2.78476], [-3.14121, -2.14799, 2.21544], [-3.97989, -2.92994, 2.99817], [-3.72999, -3.07715, 4.35421], [-2.63978, -2.43296, 4.92772], [-1.80474, -1.64934, 4.14896], [2.67903, 2.97195, -2.24895], [4.03239, 2.77248, -1.10734], [2.90526, 4.11203, -0.91680], [3.47528, 2.19090, 1.26700], [3.15540, 1.43010, 3.39122], [2.29508, -0.12905, 3.45156], [1.47432, 1.31697, 3.97672], [-3.31612, -2.03303, 1.15410], [-4.82846, -3.42847, 2.54643], [-4.37989, -3.69173, 4.96419], [-2.43793, -2.54616, 5.98544], [-0.95331, -1.14155, 4.58163], [-1.53271, 0.10215, -3.35010], [-2.20369, 0.99561, -2.52429], [-3.31433, 1.65918, -3.06635], [-4.04432, 2.49544, -2.25756], [-3.66638, 2.66141, -0.92798], [-2.55575, 1.98152, -0.48708], [-1.82674, 1.16804, -1.26752], [-0.28638, -0.49497, -3.24962], [0.19528, -1.16999, -4.38451], [1.45582, -1.71076, -4.34564], [2.22814, -1.56329, -3.19431], [1.66334, -0.91102, -2.12461], [0.41800, -0.40954, -2.13248], [-1.95424, 0.00292, -4.25724], [-3.58449, 1.50677, -4.10323], [-4.90448, 3.01730, -2.65627], [-4.21652, 3.30016, -0.25333], [-2.20892, 2.06418, 0.53528], [-0.41968, -1.24431, -5.27201], [1.84708, -2.23171, -5.20984], [3.23500, -1.94932, -3.13021], [2.20685, -0.76453, -1.19919], [2.86765, -5.57029, 0.36416], [3.24001, -4.74383, 1.50993], [2.41253, -5.13925, 2.64928], [0.97703, -5.08281, 2.39404], [0.68512, -5.90446, 1.22443], [1.44554, -5.53639, 0.03013], [1.04920, -4.20903, -0.45203], [1.32025, -2.82581, 0.76599], [3.06078, -3.31917, 1.20979], [0.52049, -3.70279, 2.19959], [3.13471, -6.60491, 0.59431], [3.44432, -5.24963, -0.50678], [2.64941, -4.49677, 3.49979], [2.66912, -6.16960, 2.90906], [-0.38160, -5.84007, 1.00067], [0.92827, -6.94154, 1.47010], [-0.01381, -4.22982, -0.71038], [1.59301, -3.98868, -1.37537], [3.37364, -2.73300, 2.07900], [3.73281, -3.04306, 0.39091], [-0.56216, -3.70216, 2.05129], [0.70610, -3.12666, 3.10987]], "atomic_forces_ev_per_a": [[-0.0417, 0.5067, 0.1349], [0.0170, 0.0311, 0.0243], [-0.1594, 0.1524, 0.0821], [0.2099, -0.1865, -0.2349], [-0.0508, -0.1314, 0.0303], [0.0846, 0.1771, -0.0553], [-0.0061, -0.0211, 0.0274], [-0.0493, -0.3574, 0.1311], [0.0493, -0.0421, -0.1306], [-0.0342, -0.0433, 0.0935], [0.1111, -0.0562, -0.2167], [0.0512, 0.0198, 0.0021], [-0.0029, -0.0279, -0.0118], [-0.0036, -0.0065, -0.0109], [0.0070, 0.0007, 0.0146], [0.0067, 0.0029, -0.0102], [-0.0249, 0.0281, 0.0070], [0.0200, -0.0092, -0.0072], [-0.0043, 0.0100, 0.0118], [-0.0365, -0.0040, 0.0012], [0.0015, 0.0122, -0.0173], [0.0019, -0.0014, 0.0017], [-0.0018, 0.0061, -0.0045], [-0.0015, 0.0122, -0.0075], [0.0090, 0.0076, 0.0008], [0.0001, -0.0001, 0.0008], [-0.0010, -0.0009, -0.0019], [-0.0094, -0.0019, 0.0012], [0.0048, -0.0038, -0.0046], [-0.0109, 0.0139, 0.0103], [-0.0427, -0.1172, 0.0104], [-0.0050, -0.0258, 0.0361], [-0.0261, 0.0194, -0.0141], [0.0128, -0.0186, 0.0282], [0.0174, -0.0048, -0.0594], [0.0446, 0.2383, -0.0528], [0.0190, 0.0067, -0.0528], [0.0040, 0.0416, 0.0463], [0.0308, -0.0204, -0.0198], [-0.0221, 0.0007, -0.0083], [-0.0029, 0.0306, 0.0364], [-0.2106, -0.2275, 0.1759], [0.0043, -0.0007, -0.0098], [0.0011, -0.0028, -0.0018], [-0.0003, -0.0026, 0.0024], [-0.0074, 0.0037, -0.0086], [-0.0008, 0.0255, 0.0009], [0.0011, 0.0010, -0.0032], [-0.0003, -0.0009, 0.0028], [0.0004, 0.0019, -0.0037], [-0.0070, -0.0274, 0.0051], [0.0063, -0.0044, -0.0115], [-0.0222, 0.0224, -0.0002], [0.0009, -0.0080, -0.0018], [0.0074, 0.0095, -0.0015], [0.0014, -0.0094, -0.0061], [-0.0035, 0.0245, 0.0110], [-0.0394, -0.0378, -0.0066], [0.0568, 0.0821, 0.0123], [0.0397, -0.0425, 0.0111], [-0.0151, -0.0244, 0.0212], [-0.0020, 0.0007, 0.0034], [0.0011, -0.0037, 0.0015], [-0.0017, -0.0003, 0.0003], [0.0021, 0.0015, 0.0032], [-0.0005, 0.0021, 0.0023], [-0.0046, -0.0010, -0.0008], [0.0063, 0.0030, -0.0095], [0.0161, 0.0018, 0.0014], [0.0053, -0.0055, -0.0017], [-0.0104, -0.0093, -0.0054], [0.0057, -0.0058, 0.0028], [0.0039, -0.0037, 0.0024]], "mulliken_spin": [0.9732, -0.0020, 0.0053, 0.0009, -0.0040, 0.0245, -0.0044, -0.0522, -0.0022, 0.0004, -0.0057, -0.0022, -0.0022, 0.0009, -0.0012, 0.0007, -0.0012, 0.0004, -0.0003, 0.0009, 0.0018, 0.0006, 0.0006, 0.0007, 0.0007, 0.0000, -0.0001, 0.0000, 0.0002, 0.0019, -0.0030, 0.0019, -0.0021, 0.0018, 0.0021, 0.0274, -0.0012, 0.0031, -0.0028, 0.0031, 0.0044, 0.0212, 0.0002, 0.0001, -0.0003, 0.0001, 0.0021, 0.0002, -0.0002, 0.0004, -0.0025, 0.0000, 0.0000, -0.0001, -0.0001, 0.0000, 0.0000, 0.0006, 0.0071, 0.0005, 0.0001, 0.0000, 0.0000, 0.0000, 0.0000, 0.0000, 0.0000, -0.0001, 0.0001, 0.0000, 0.0000, -0.0001, 0.0001]}